A:
This record from the Open Molecules 2025 dataset describes 2 unconnected molecules or ions with the total composition CH8N2S2. The level of theory is ωB97M-V/def2-TZVPD.

Orbital gap in eV: 8.787
SMILES: NCN.SS

Each atom is followed by the atoms it is bonded to, with distances in Å.
Geometry (Å):
1 N 2.38828 -0.40761 -0.26887  C2 1.440, H4 1.059, H5 1.004
2 C 2.18146 -0.01274 1.10003  N1 1.440, N3 1.474, H6 1.114, H7 1.120
3 N 2.43561 1.40882 1.39514  C2 1.474, H8 1.025, H9 1.047
4 H 2.11323 0.27732 -1.02865  N1 1.059
5 H 2.01582 -1.32798 -0.41521  N1 1.004
6 H 1.08716 -0.11362 1.28209  C2 1.114
7 H 2.75932 -0.55035 1.89492  C2 1.120
8 H 3.33070 1.66061 0.96431  N3 1.025
9 H 1.64679 2.03873 1.11806  N3 1.047
10 S -2.45456 -0.40293 0.23507  S11 2.096, H12 1.293
11 S -1.02100 -0.10960 -1.26497  S10 2.096, H13 1.398
12 H -3.07393 0.69454 -0.05575  S10 1.293
13 H -1.12601 -1.41084 -1.76554  S11 1.398

---

B:
This record from the Open Molecules 2025 dataset describes 2 unconnected molecules or ions with the total composition CH8N2S2. The level of theory is ωB97M-V/def2-TZVPD.

Orbital gap in eV: 9.090
SMILES: NCN.SS

Each atom is followed by the atoms it is bonded to, with distances in Å.
Geometry (Å):
1 N -1.49924 -0.13303 -1.28755  C2 1.454, H4 1.012, H5 1.018
2 C -1.69807 -0.85534 -0.04162  N1 1.454, N3 1.451, H6 1.091, H7 1.089
3 N -1.00019 -0.42335 1.15539  C2 1.451, H8 1.020, H9 1.021
4 H -1.90965 0.79079 -1.23612  N1 1.012
5 H -0.50934 0.00932 -1.47936  N1 1.018
6 H -2.77134 -0.85429 0.15670  C2 1.091
7 H -1.49883 -1.90652 -0.24298  C2 1.089
8 H -0.05701 -0.81150 1.12777  N3 1.020
9 H -0.81706 0.58058 1.13598  N3 1.021
10 S 3.57864 0.92508 -0.79363  S11 2.051, H12 1.355
11 S 2.04796 1.53281 0.42908  S10 2.051, H13 1.351
12 H 3.64119 -0.41793 -0.62801  S10 1.355
13 H 2.49296 1.56338 1.70435  S11 1.351

---

Least stable of them? A.